Entry from OMol25: 8 unconnected molecules or ions with the total composition C88H192F6NO7P5 at a distorted geometry (ωB97M-V/def2-TZVPD).

Last column: Löwdin charge in e.
CARTESIAN COORDINATES (ANGSTROEM)
C -2.95829 0.81154 0.28334  -0.13
C -3.57025 -0.49613 0.79044  -0.21
C -2.40335 -1.48085 1.21711  -0.23
C -2.96384 -2.90009 1.32918  -0.27
P -1.68563 -4.18960 1.68516  1.07
C -2.44441 -5.80322 2.08662  -0.27
C -1.78966 -7.05645 1.56557  -0.27
C -2.46658 -8.43539 1.63718  -0.25
C -1.68872 -9.78702 1.36713  -0.07
C -1.05759 -3.63073 3.34359  -0.21
C -0.13940 -4.69621 4.19670  -0.20
C -0.18305 -4.60157 5.74780  -0.24
C 0.90471 -5.46931 6.48759  -0.08
C -0.42625 -4.28618 0.35102  -0.26
C 0.84150 -5.15895 0.57944  -0.19
C 1.77726 -5.36608 -0.71562  -0.22
C 2.99142 -6.30721 -0.47934  -0.08
H -2.40948 1.41600 1.00551  0.04
H -3.68293 1.57670 0.00488  0.08
H -2.25269 0.69749 -0.53960  0.06
H -4.03565 -0.95854 -0.08001  0.08
H -4.32729 -0.25234 1.53580  0.11
H -1.99876 -1.23413 2.19870  0.10
H -1.53943 -1.33520 0.56863  0.10
H -3.56417 -3.02934 0.42863  0.09
H -3.63205 -2.92172 2.19007  0.10
H -3.49039 -5.74097 1.78640  0.10
H -2.52395 -5.79987 3.17372  0.09
H -0.78375 -7.15598 1.97341  0.09
H -1.61770 -6.94449 0.49506  0.11
H -3.33961 -8.37980 0.98695  0.10
H -2.94457 -8.53707 2.61150  0.10
H -0.97939 -9.75291 2.19404  0.08
H -1.25418 -9.82866 0.36835  0.07
H -2.44830 -10.56803 1.33287  0.07
H -2.05150 -3.46727 3.76013  0.08
H -0.54106 -2.67207 3.29604  0.07
H 0.90979 -4.71428 3.90179  0.10
H -0.41434 -5.73384 4.00742  0.08
H -1.16833 -4.79420 6.17233  0.10
H 0.06624 -3.54872 5.87981  0.09
H 1.90401 -5.05555 6.35228  0.08
H 0.99500 -6.49827 6.13946  0.06
H 0.50216 -5.78209 7.45103  0.07
H -0.06675 -3.29028 0.09208  0.07
H -0.99632 -4.59306 -0.52588  0.08
H 0.64193 -6.13131 1.02975  0.08
H 1.42955 -4.67096 1.35672  0.10
H 2.08748 -4.38899 -1.08597  0.09
H 1.22815 -5.68156 -1.60278  0.09
H 3.76524 -6.13191 -1.22673  0.07
H 2.72290 -7.35811 -0.37172  0.07
H 3.47727 -6.05704 0.46378  0.07
C -1.93075 3.42293 -2.51767  -0.12
C -0.48577 3.10316 -2.46484  -0.27
C 0.05374 2.08279 -3.53702  -0.19
C 1.58555 1.78468 -3.40499  -0.23
P 2.30998 0.59773 -4.64451  1.08
C 4.03444 0.14834 -3.99574  -0.21
C 5.26232 0.97561 -4.41365  -0.23
C 6.04085 1.41251 -3.20024  -0.26
C 7.54445 1.68032 -3.52525  -0.09
C 1.34420 -0.86937 -4.92688  -0.27
C 1.32643 -1.93322 -3.79448  -0.21
C 0.43495 -3.11578 -4.18816  -0.26
C 1.08909 -4.14256 -5.13669  -0.08
C 2.48918 1.58282 -6.25065  -0.21
C 1.17408 1.87971 -7.05219  -0.25
C 0.91256 3.28868 -7.54271  -0.27
C 0.53851 4.37538 -6.60198  -0.12
H -2.48920 2.77594 -1.84119  0.05
H -2.24998 3.24537 -3.54463  0.07
H -2.27769 4.43482 -2.30831  0.08
H -0.27714 2.85110 -1.42510  0.09
H 0.06509 4.03173 -2.61460  0.10
H 0.00254 2.56764 -4.51189  0.07
H -0.61062 1.21990 -3.58334  0.08
H 1.83214 1.52708 -2.37497  0.08
H 2.24284 2.60868 -3.68264  0.08
H 4.08867 -0.79571 -4.53788  0.05
H 3.79611 -0.08943 -2.95903  0.09
H 4.93520 1.85211 -4.97298  0.10
H 5.97706 0.61994 -5.15578  0.12
H 5.90023 0.62850 -2.45615  0.08
H 5.69148 2.34399 -2.75482  0.10
H 8.18133 1.95406 -2.68409  0.07
H 7.58913 2.56431 -4.16138  0.07
H 8.09662 1.06168 -4.23271  0.07
H 1.82810 -1.36024 -5.77126  0.10
H 0.38014 -0.46854 -5.23999  0.07
H 0.99521 -1.46763 -2.86624  0.09
H 2.34985 -2.23156 -3.56708  0.10
H -0.38270 -2.67955 -4.76198  0.08
H 0.17820 -3.73066 -3.32555  0.09
H 0.33043 -4.90272 -5.32301  0.06
H 1.85980 -4.67751 -4.58177  0.07
H 1.59676 -3.80260 -6.03936  0.08
H 3.21762 1.02457 -6.83874  0.08
H 2.91093 2.58177 -6.13969  0.09
H 0.31245 1.55450 -6.46918  0.07
H 1.14759 1.10347 -7.81695  0.11
H 0.06452 3.18624 -8.21979  0.11
H 1.77904 3.46876 -8.17899  0.12
H 1.24934 4.63913 -5.81887  0.07
H -0.35617 4.12807 -6.03059  0.06
H 0.28034 5.33629 -7.04708  0.08
C -2.95557 2.91771 3.03067  -0.08
C -2.32578 2.66996 4.42213  -0.25
C -1.53627 3.80676 5.11116  -0.19
C -1.21949 3.39757 6.61199  -0.23
P -2.54369 3.72451 7.87497  1.04
C -3.47384 2.11412 8.04148  -0.25
C -4.31364 2.01370 9.38054  -0.21
C -5.07569 0.72532 9.75041  -0.27
C -4.27916 -0.48625 9.56991  -0.12
C -1.65165 4.12683 9.36760  -0.30
C -0.64391 3.03355 9.74622  -0.22
C 0.53621 3.63631 10.61271  -0.21
C 1.13634 5.06232 10.25773  -0.08
C -3.79014 4.92508 7.24737  -0.21
C -4.79162 4.50515 6.04805  -0.23
C -5.86816 5.53559 5.96575  -0.28
C -6.95456 5.18872 4.94094  -0.09
H -2.17308 3.05492 2.28435  0.07
H -3.61812 3.76220 3.22029  0.06
H -3.58006 2.09907 2.67298  0.06
H -1.72139 1.77231 4.29153  0.11
H -3.13943 2.30714 5.05018  0.08
H -1.85264 4.82672 4.89278  0.11
H -0.55817 3.89068 4.63749  0.09
H -0.42662 4.00878 7.04315  0.08
H -0.95918 2.35528 6.79634  0.08
H -2.72340 1.32395 8.06526  0.07
H -3.97718 1.90637 7.09723  0.08
H -4.96199 2.88986 9.39055  0.10
H -3.63475 2.22427 10.20691  0.09
H -6.07571 0.70813 9.31710  0.11
H -5.18677 0.89585 10.82125  0.11
H -3.69767 -0.66604 10.47415  0.09
H -3.70757 -0.49611 8.64185  0.07
H -4.88076 -1.39511 9.58260  0.08
H -2.28625 4.36826 10.22031  0.11
H -1.31614 5.16054 9.28401  0.09
H -0.16220 2.42964 8.97722  0.10
H -1.18208 2.34450 10.39714  0.11
H 1.33391 2.90657 10.47387  0.10
H 0.27986 3.40268 11.64606  0.10
H 0.45865 5.84129 10.60709  0.06
H 1.17616 5.12670 9.17037  0.06
H 2.09506 5.30630 10.71535  0.08
H -3.15169 5.73715 6.89947  0.09
H -4.45750 5.36088 7.99089  0.09
H -5.25884 3.53833 6.23530  0.10
H -4.35689 4.26466 5.07786  0.07
H -5.42200 6.49275 5.69577  0.12
H -6.41293 5.59025 6.90827  0.11
H -7.65978 5.95036 4.60831  0.08
H -7.57851 4.34041 5.22225  0.08
H -6.35462 5.02253 4.04619  0.07
C -3.95664 -4.68623 -10.68832  -0.08
C -4.32848 -3.15203 -10.71130  -0.23
C -5.01411 -2.66705 -9.39389  -0.24
C -4.14184 -1.69099 -8.59673  -0.25
P -4.80266 -1.27739 -6.97835  1.00
C -6.16969 -0.06310 -7.23119  -0.24
C -5.72923 1.42412 -6.97141  -0.23
C -6.85866 2.36025 -7.41524  -0.23
C -7.02539 2.64356 -8.95472  -0.09
C -3.57783 -0.74458 -5.75528  -0.27
C -3.90078 -0.14833 -4.38182  -0.20
C -2.76517 -0.52484 -3.46436  -0.27
C -2.72913 -1.90294 -2.86610  -0.08
C -5.53352 -2.70500 -6.16548  -0.25
C -4.42302 -3.83085 -5.95938  -0.24
C -4.36080 -4.41082 -4.57199  -0.26
C -3.08779 -5.28194 -4.33798  -0.08
H -3.31836 -4.95023 -9.84511  0.07
H -3.26814 -4.91694 -11.50124  0.07
H -4.81660 -5.35392 -10.63590  0.08
H -5.01512 -2.77379 -11.46863  0.10
H -3.50836 -2.49334 -10.99704  0.10
H -5.07341 -3.63790 -8.90193  0.08
H -6.05848 -2.43924 -9.60718  0.12
H -4.19814 -0.72336 -9.09537  0.10
H -3.08634 -1.95158 -8.51858  0.11
H -6.95887 -0.32128 -6.52503  0.10
H -6.56760 -0.21601 -8.23437  0.09
H -4.70099 1.64100 -7.26087  0.11
H -5.64243 1.35282 -5.88722  0.08
H -6.69668 3.32884 -6.94228  0.10
H -7.81858 2.00314 -7.04222  0.11
H -6.23692 3.19695 -9.46480  0.07
H -7.90273 3.25751 -9.15832  0.07
H -7.08506 1.71757 -9.52663  0.06
H -3.16822 0.09403 -6.31835  0.09
H -2.74934 -1.45288 -5.75803  0.09
H -4.87704 -0.47932 -4.02763  0.12
H -3.83134 0.93133 -4.51459  0.11
H -2.77145 0.24083 -2.68860  0.09
H -1.85997 -0.47636 -4.06963  0.08
H -2.61814 -2.66085 -3.64157  0.04
H -3.68521 -1.98800 -2.34956  0.07
H -1.85779 -2.14643 -2.25816  0.08
H -6.37170 -3.06974 -6.75922  0.10
H -5.83129 -2.44084 -5.15076  0.09
H -3.41670 -3.53849 -6.25930  0.09
H -4.69865 -4.50887 -6.76709  0.11
H -5.23923 -5.05285 -4.63713  0.11
H -4.61004 -3.86901 -3.65962  0.09
H -3.01861 -6.08331 -5.07359  0.08
H -3.11458 -5.85181 -3.40919  0.07
H -2.14312 -4.74148 -4.39801  0.04
C 4.01544 8.60006 3.81518  -0.09
C 4.67221 7.46758 2.93404  -0.26
C 4.36257 6.10296 3.49864  -0.26
C 4.70480 4.99287 2.48936  -0.25
P 3.51023 3.55401 2.35147  1.06
C 1.89961 4.14472 1.81597  -0.26
C 1.74884 5.16147 0.64044  -0.21
C 0.31357 5.63171 0.34270  -0.24
C -0.28409 6.23154 1.61997  -0.10
C 3.41172 2.73782 4.03225  -0.22
C 2.44054 1.55985 4.12081  -0.24
C 1.78718 1.25592 5.47124  -0.25
C 1.04895 -0.04581 5.37349  -0.11
C 4.29842 2.40430 1.13742  -0.23
C 5.72802 1.92479 1.57110  -0.22
C 6.32449 0.90315 0.60506  -0.24
C 5.58405 -0.39311 0.37656  -0.09
H 4.47455 9.54660 3.52992  0.07
H 4.05660 8.57074 4.90400  0.07
H 2.94719 8.66630 3.60885  0.06
H 5.73347 7.64352 2.75834  0.11
H 4.43664 7.60017 1.87810  0.10
H 3.31063 6.07103 3.78239  0.09
H 4.92154 6.07108 4.43387  0.12
H 5.73766 4.71361 2.69749  0.10
H 4.78516 5.39207 1.47828  0.09
H 1.48879 4.68166 2.67097  0.07
H 1.35880 3.20258 1.72662  0.08
H 2.21252 4.67372 -0.21700  0.10
H 2.30309 6.08518 0.80674  0.10
H -0.31398 4.80489 0.01004  0.08
H 0.23953 6.33479 -0.48694  0.12
H -1.14359 6.89152 1.50270  0.08
H 0.51586 6.86342 2.00587  0.07
H -0.62696 5.52197 2.37299  0.05
H 3.06651 3.49583 4.73535  0.09
H 4.41540 2.44617 4.34153  0.10
H 2.92561 0.70738 3.64531  0.12
H 1.54859 1.77211 3.53135  0.08
H 1.06976 2.03562 5.72712  0.08
H 2.53745 1.19794 6.25980  0.12
H 0.32659 -0.22409 6.17005  0.07
H 1.79840 -0.83628 5.33390  0.08
H 0.42033 -0.16525 4.49107  0.06
H 4.35615 2.91856 0.17809  0.10
H 3.52727 1.63922 1.04761  0.07
H 5.85119 1.57586 2.59637  0.11
H 6.33304 2.82427 1.68493  0.09
H 7.40235 0.89198 0.76693  0.12
H 6.24786 1.44199 -0.33934  0.07
H 6.05800 -1.12571 -0.27672  0.09
H 4.54216 -0.23603 0.09745  0.05
H 5.48748 -0.87395 1.34999  0.05
C 6.94452 -1.93522 4.59437  -0.44
O 5.97981 -2.99214 4.32634  -0.11
O 7.28817 -1.96520 6.00439  -0.31
C 7.97260 -1.82870 3.46266  -0.56
F 8.81239 -0.82659 3.47439  0.16
F 8.74910 -2.92821 3.31411  0.12
F 7.31657 -1.82286 2.25195  0.07
C 4.73331 -2.44684 3.86359  -0.31
C 4.19525 -3.59940 3.13708  -0.10
H 3.24096 -3.17427 2.82616  0.05
H 4.73929 -3.94158 2.25672  0.08
H 4.05210 -4.44155 3.81413  0.08
H 4.68519 -1.46815 3.38613  0.09
H 4.20789 -2.31984 4.81012  0.11
H 6.37178 -1.00783 4.59264  0.10
C 4.70655 -2.57168 -7.21706  -0.41
O 4.57599 -3.17598 -5.92309  -0.16
O 4.43822 -1.20477 -6.91770  -0.27
C 5.78890 -3.25230 -8.10309  -0.55
F 5.52701 -3.11939 -9.41348  0.13
F 7.13213 -3.04676 -7.87568  0.10
F 5.72656 -4.55743 -7.97916  0.14
C 5.67186 -3.56825 -5.07588  -0.23
C 5.15283 -3.84301 -3.62060  -0.06
H 4.69964 -4.82987 -3.52677  0.06
H 5.88773 -3.72893 -2.82372  0.07
H 4.42688 -3.04871 -3.44689  0.04
H 6.28413 -2.68513 -4.89340  0.11
H 6.22679 -4.39783 -5.51401  0.11
H 3.79867 -2.94440 -7.69133  0.12
N 1.38571 -0.55957 0.83395  -0.63
O 0.98229 -1.43353 1.59408  -0.05
O 1.17072 0.60956 1.14429  -0.09
O 1.94714 -0.72041 -0.27217  -0.06

Computed properties:
Net charge: +2
Gap between HOMO and LUMO, eV: 3.485
E_LUMO, eV: -3.573